{
  "formula": "C31H50AsN2O4PRuSSi3",
  "method": "ωB97M-V with the def2-TZVPD basis set",
  "elements": ["Ru", "N", "C", "C", "C", "C", "C", "C", "C", "C", "C", "C", "C", "C", "H", "H", "H", "H", "H", "H", "H", "H", "H", "H", "O", "C", "N", "S", "O", "O", "C", "C", "C", "C", "C", "C", "H", "H", "H", "H", "C", "P", "C", "C", "O", "H", "H", "H", "H", "H", "H", "H", "H", "H", "C", "Si", "C", "C", "H", "H", "H", "H", "H", "H", "H", "H", "H", "C", "Si", "C", "C", "As", "Si", "C", "C", "C", "H", "H", "H", "H", "H", "H", "H", "H", "H", "H", "H", "H", "H", "H", "H", "H", "H", "H"],
  "positions_angstrom": [[-0.4104, -0.2305, 0.2670], [-2.4955, 0.1117, 0.0688], [-3.0048, 0.3872, -1.2569], [-3.8015, 1.5104, -1.4181], [-4.3079, 1.8446, -2.6622], [-4.0110, 1.0363, -3.7486], [-3.2115, -0.0813, -3.5767], [-2.6797, -0.4387, -2.3339], [-1.7703, -1.6124, -2.2287], [-2.0685, -2.7370, -3.0120], [-1.2466, -3.8472, -3.0089], [-0.0972, -3.8315, -2.2246], [0.1844, -2.7148, -1.4582], [-0.6307, -1.5738, -1.4042], [-2.9331, -0.7362, 0.4324], [-2.7809, 0.8609, 0.6900], [-4.0060, 2.1377, -0.5574], [-4.9145, 2.7333, -2.7812], [-4.3827, 1.2859, -4.7348], [-2.9504, -0.6857, -4.4364], [-2.9781, -2.7552, -3.6031], [-1.5123, -4.7228, -3.5893], [0.5569, -4.6970, -2.1983], [1.0753, -2.7256, -0.8378], [0.8415, -1.9559, 2.3444], [-0.2801, -2.4581, 2.3094], [-1.2287, -2.1168, 1.4194], [-2.5791, -2.9917, 1.5949], [-3.6880, -2.1046, 1.8638], [-2.7651, -3.9552, 0.5461], [-2.0553, -3.8463, 3.0567], [-2.7323, -4.7484, 3.8499], [-2.0453, -5.2810, 4.9352], [-0.7275, -4.9149, 5.1966], [-0.0645, -4.0070, 4.3799], [-0.7503, -3.4782, 3.3023], [-3.7562, -5.0267, 3.6389], [-2.5423, -5.9871, 5.5883], [-0.2181, -5.3419, 6.0513], [0.9565, -3.7042, 4.5734], [3.5725, -0.5776, 2.3455], [3.2223, -0.7854, 0.5900], [3.4806, -2.5362, 0.2378], [4.5933, 0.0561, -0.2307], [1.9280, -0.2433, 0.0889], [3.7725, 0.4734, 2.5548], [4.4433, -1.1731, 2.6249], [2.7015, -0.9075, 2.9075], [4.4567, -2.8753, 0.5884], [3.4053, -2.6947, -0.8387], [2.6902, -3.0931, 0.7379], [5.5559, -0.3189, 0.1202], [4.5206, 1.1242, -0.0218], [4.5119, -0.0956, -1.3075], [-0.9411, 0.1080, 3.9166], [-0.5099, 1.0968, 2.3296], [0.9976, 2.0910, 2.9484], [-1.9923, 2.3355, 2.3198], [-1.1596, 0.7863, 4.7499], [-0.1097, -0.5339, 4.2246], [-1.8191, -0.5281, 3.7682], [0.7404, 2.7869, 3.7546], [1.4908, 2.6463, 2.1508], [1.7261, 1.3823, 3.3486], [-1.8876, 3.1096, 3.0868], [-2.9211, 1.7987, 2.5531], [-2.1253, 2.8466, 1.3613], [2.5898, 3.9635, -0.1079], [0.7559, 3.8360, -0.5851], [0.4803, 4.8740, -2.1429], [-0.1973, 4.7732, 0.7402], [-0.0652, 1.7219, -1.1253], [1.2257, 1.3176, -3.0475], [1.7935, -0.4509, -3.3267], [0.1596, 1.8042, -4.5250], [2.8418, 2.3067, -3.1729], [3.0148, 4.9063, -0.4669], [3.1718, 3.1441, -0.5278], [2.7053, 3.9398, 0.9775], [0.7755, 5.9109, -1.9509], [-0.5835, 4.8620, -2.3913], [1.0268, 4.5232, -3.0183], [0.2346, 5.7777, 0.8085], [-0.1393, 4.3098, 1.7230], [-1.2502, 4.8782, 0.4727], [0.9977, -1.0885, -3.7107], [2.1512, -0.8918, -2.3977], [2.6106, -0.4290, -4.0573], [-0.7643, 1.2204, -4.5067], [0.6769, 1.6099, -5.4702], [-0.1202, 2.8594, -4.4901], [3.5883, 1.8708, -2.5043], [2.7718, 3.3692, -2.9463], [3.2160, 2.2023, -4.1972]],
  "homo_energy_ev": [-3.78, -3.80],
  "e_above_lowest_kj_mol": 99.29,
  "spin_multiplicity": 2,
  "energy_ev": -151312.3860,
  "charge": -1,
  "max_force_ev_per_a": 0.90
}